w.
Here is a cluster of 2 separate species, C3H11NOS in total from OMol25. Energies are from ωB97M-V/def2-TZVPD.

Structure (ORCA input):
```
! RIJCOSX wB97M-V def2-TZVPD def2/J DEFGRID3
* xyz 0 1
C -1.41 0.16 -1.31
N -1.07 0.91 -0.12
C 0.33 0.89 0.24
C 0.63 0.39 1.69
S -0.60 -0.62 2.57
H -0.95 0.57 -2.21
H -2.49 0.20 -1.47
H -1.15 -0.89 -1.22
H -1.50 1.80 0.00
H 0.88 0.27 -0.47
H 0.91 1.82 0.17
H 1.62 -0.07 1.70
H 0.74 1.25 2.36
H -1.14 -1.16 1.44
O 1.91 -1.76 -1.48
H 2.30 -1.98 -0.62
H 0.98 -1.75 -1.29
*
```

The value obtained for the gap between HOMO and LUMO is 9.438 eV. Its LUMO energy is 0.72 eV.

Löwdin atomic charge list, values in e, 8 entries: -0.135, -0.144, -0.286, -0.568, 0.674, 0.081, 0.079, 0.065

***

x.
Here is a cluster of 2 separate species, C3H11NOS in total from OMol25. Energies are from ωB97M-V/def2-TZVPD.

Structure (ORCA input):
```
! RIJCOSX wB97M-V def2-TZVPD def2/J DEFGRID3
* xyz 0 1
C -1.08 0.15 0.15
S -2.42 1.07 -0.72
C -1.95 2.76 -0.96
H -1.22 0.77 1.02
H -0.08 0.02 -0.37
H -1.29 -0.90 0.56
H -2.35 3.60 -0.19
H -0.88 2.87 -1.20
H -2.57 3.03 -1.85
N 1.72 -2.47 1.19
C 2.69 -1.90 0.23
O 3.22 -0.70 0.55
H 0.98 -1.96 1.68
H 2.23 -2.84 2.10
H 3.34 -2.72 -0.09
H 2.21 -1.80 -0.68
H 2.65 -0.35 1.24
*
```

The value obtained for the gap between HOMO and LUMO is 9.181 eV. Its LUMO energy is 0.72 eV.

Löwdin atomic charge list, values in e, 8 entries: -0.432, 0.702, -0.501, -0.005, 0.047, 0.055, 0.078, 0.040

***

y.
Here is a cluster of 2 separate species, C3H11NOS in total from OMol25. Energies are from ωB97M-V/def2-TZVPD.

Structure (ORCA input):
```
! RIJCOSX wB97M-V def2-TZVPD def2/J DEFGRID3
* xyz 0 1
C -2.00 0.85 -0.75
N -0.75 1.55 -0.43
C 0.35 0.76 0.11
C -0.05 -0.25 1.21
S 1.43 -1.13 1.76
H -2.39 0.38 0.17
H -2.04 0.18 -1.61
H -2.77 1.58 -0.90
H -0.45 2.13 -1.20
H 0.71 0.16 -0.72
H 1.07 1.48 0.51
H -0.52 0.37 1.99
H -0.84 -0.86 0.82
H 1.06 -2.21 1.08
O -0.23 -0.33 -2.79
H -0.18 -1.21 -2.40
H 0.70 -0.17 -2.97
*
```

The value obtained for the gap between HOMO and LUMO is 8.955 eV. Its LUMO energy is 0.52 eV.

Löwdin atomic charge list, values in e, 8 entries: -0.149, -0.124, -0.339, -0.589, 0.718, 0.076, 0.058, 0.064

***

w wins, 0.0047 hartree ahead of the next structure.

***

w.
Here is a cluster of 2 separate species, C3H11NOS in total from OMol25. Energies are from ωB97M-V/def2-TZVPD.

Structure (ORCA input):
```
! RIJCOSX wB97M-V def2-TZVPD def2/J DEFGRID3
* xyz 0 1
C -1.61 0.72 -0.39
N -0.42 1.32 0.21
C 0.73 0.50 0.52
C 0.38 -0.69 1.50
S 1.92 -1.41 2.07
H -2.44 1.21 0.13
H -1.75 -0.32 -0.12
H -1.67 0.87 -1.45
H -0.23 2.28 0.00
H 1.03 -0.07 -0.37
H 1.40 1.12 1.10
H -0.19 -0.24 2.31
H -0.22 -1.39 0.95
H 2.38 -1.74 0.86
O -0.11 -0.49 -2.39
H 0.13 -1.32 -1.96
H 0.66 -0.35 -2.96
*
```

The value obtained for the gap between HOMO and LUMO is 8.546 eV. Its LUMO energy is 0.50 eV.

Löwdin atomic charge list, values in e, 8 entries: -0.135, -0.132, -0.323, -0.589, 0.699, 0.077, 0.068, 0.045

***

x.
Here is a cluster of 2 separate species, C3H11NOS in total from OMol25. Energies are from ωB97M-V/def2-TZVPD.

Structure (ORCA input):
```
! RIJCOSX wB97M-V def2-TZVPD def2/J DEFGRID3
* xyz 0 1
C 1.33 1.49 -0.56
C 0.06 0.65 -0.36
N -1.17 1.39 -0.81
C -0.12 0.30 1.14
S 0.71 -1.25 1.62
H 1.79 1.95 0.31
H 2.08 0.84 -1.03
H 1.30 2.30 -1.32
H 0.24 -0.24 -0.95
H -0.81 2.26 -1.17
H -1.82 1.61 -0.08
H -1.17 0.39 1.42
H 0.29 1.13 1.73
H -0.22 -2.14 1.28
O -1.21 -1.26 -2.13
H -0.93 -1.20 -3.05
H -1.80 -0.54 -1.90
*
```

The value obtained for the gap between HOMO and LUMO is 9.961 eV. Its LUMO energy is 0.94 eV.

Löwdin atomic charge list, values in e, 8 entries: -0.077, -0.494, 0.027, -0.541, 0.708, 0.070, 0.074, 0.076

***

x wins, 0.0196 hartree ahead of the next structure.

***

w.
Here is an isolated molecule of C3H7N3 from OMol25. Energies are from ωB97M-V/def2-TZVPD.

Structure (ORCA input):
```
! RIJCOSX wB97M-V def2-TZVPD def2/J DEFGRID3
* xyz 0 3
C 1.38 1.56 -1.21
C -1.82 -1.59 -0.04
C 0.40 -0.03 1.07
N 0.54 0.62 -1.27
N -1.14 -0.73 -0.66
N -0.10 0.01 -0.29
H 1.92 1.95 -2.09
H 1.75 2.15 -0.31
H -2.86 -1.92 -0.45
H -1.50 -1.90 0.94
H 1.42 -0.06 1.18
H -0.01 0.84 1.56
H 0.01 -0.89 1.57
*
```

The value obtained for the gap between HOMO and LUMO (alpha / beta) is 5.169 / 7.369 eV. Its LUMO energy (alpha / beta) is 0.87 / -2.02 eV.

Löwdin atomic charge list, values in e, 8 entries: -0.116, -0.120, 0.002, -0.024, -0.037, -0.173, 0.049, 0.066

***

x.
Here is an isolated molecule of C3H7N3 from OMol25. Energies are from ωB97M-V/def2-TZVPD.

Structure (ORCA input):
```
! RIJCOSX wB97M-V def2-TZVPD def2/J DEFGRID3
* xyz 0 3
C -1.59 0.36 -0.18
C -0.79 -1.01 -0.02
C 1.45 0.79 -0.45
N -1.23 1.47 0.14
N 0.21 -0.66 1.01
N 0.82 0.53 0.82
H -2.46 -0.04 -0.74
H -1.39 -1.91 0.36
H -0.20 -1.37 -0.88
H 2.23 -0.02 -0.62
H 0.64 0.95 -1.15
H 2.13 1.70 -0.33
H 0.17 -0.79 2.03
*
```

The value obtained for the gap between HOMO and LUMO (alpha / beta) is 7.775 / 7.469 eV. Its LUMO energy (alpha / beta) is 0.95 / -1.23 eV.

Löwdin atomic charge list, values in e, 8 entries: -0.282, -0.153, -0.173, 0.193, -0.132, -0.146, 0.107, 0.133

***

x wins, 0.0581 hartree ahead of the next structure.